Entry 1:
A 12-piece molecular cluster, H24O12 overall at a distorted geometry. Source: the OMol25 dataset; level of theory: ωB97M-V with the def2-TZVPD basis set.

XYZ file:
```
36
Properties=species:S:1:pos:R:3:nbo_charge:R:1
O -2.2760 -1.4848 0.3806 -0.95
O 2.1464 -1.6892 -2.1398 -0.96
O 0.0242 0.5982 -0.3047 -0.98
O 2.9232 0.7862 0.9642 -0.95
O -2.6422 0.0607 2.5031 -0.98
O -2.4247 0.9176 -2.2557 -1.01
O 0.5592 -1.8180 1.4347 -0.96
O -3.3039 1.6215 0.0864 -0.92
O 2.5225 -0.9071 3.1137 -0.97
O -0.5454 -1.9984 -1.7842 -0.95
O 0.7724 3.2071 0.0915 -0.97
O 2.4483 1.2459 -2.0785 -0.93
H 1.2222 -1.6917 -1.9738 0.48
H 2.1187 1.0071 -1.2305 0.47
H 2.5130 -0.3286 2.3609 0.49
H -1.5718 -1.5973 -0.2733 0.50
H -3.6677 2.5085 -0.0120 0.49
H 2.4086 -0.3430 3.8676 0.47
H 2.1734 -2.3442 -2.8391 0.46
H 3.3432 1.4450 1.4848 0.48
H 3.5533 0.6636 0.2639 0.49
H -2.9576 -1.2093 -0.1832 0.46
H -0.6360 -1.5464 -2.6387 0.50
H -3.0592 -0.5414 3.1118 0.46
H 3.0535 0.5252 -2.2287 0.46
H 0.6907 -1.2059 2.1834 0.49
H -0.9581 -2.8365 -1.9230 0.49
H -4.0592 1.0885 0.3350 0.48
H 0.5245 -0.1022 0.1507 0.49
H -2.8116 1.1661 -1.3819 0.49
H 1.4551 -2.1107 1.3213 0.47
H 1.0250 3.2289 1.0250 0.45
H 0.5731 2.3016 -0.1330 0.50
H -2.4803 -0.4439 1.6807 0.49
H -0.8046 0.2056 -0.4560 0.48
H -1.8525 1.6213 -2.5233 0.47
```

Calculated values
multiplicity = 1
SMILES string = O.O.O.O.O.O.O.O.O.O.O.O
LUMO = 0.079 eV
frontier orbital gap = 10.3 eV
ΔE to the lowest compared entry with this formula, charge and spin = 1.888 eV


Entry 2:
A 12-piece molecular cluster, C45H78N6O15 overall at a distorted geometry. Source: the OMol25 dataset; level of theory: ωB97M-V with the def2-TZVPD basis set.

XYZ file:
```
144
Properties=species:S:1:pos:R:3:mulliken_charge:R:1
O 3.2782 19.7880 23.6409 -0.43
O 10.8336 19.1519 25.5499 -0.32
O 7.4205 20.6977 30.8987 -0.53
O 8.1700 24.5849 20.0014 -0.40
O 6.1561 16.5179 24.6320 -0.26
O 5.0102 21.1063 24.1711 -0.24
O 6.4877 16.7305 26.8683 -0.52
O 8.0440 17.3643 25.4107 -0.38
O 2.8786 23.3039 20.1286 -0.54
O 9.2232 21.4534 29.7252 -0.39
O 2.5208 25.3408 19.2113 -0.35
O 10.3584 21.3428 25.3742 -0.62
O 6.4080 23.4467 19.2188 -0.54
O 7.1769 22.0626 29.1670 -0.12
O 6.6259 23.9005 21.4153 -0.11
N 4.0210 21.9293 31.4092 -0.57
N 4.4611 25.4442 29.6537 -0.53
N -1.3555 18.7777 28.6875 -0.49
N -2.0274 20.6959 25.4519 -0.48
N 0.3387 17.6217 23.5025 -0.62
N 6.6257 16.5810 20.2882 -0.55
C 9.9144 19.9004 23.5166 -0.62
C 11.2314 19.3263 26.9351 0.15
C 4.2835 24.8088 28.7155 0.05
C 2.0530 22.5626 28.3676 -1.20
C 7.9163 21.3551 30.0310 0.49
C -0.2538 21.4928 22.4078 0.60
C 3.9523 24.0224 27.5038 -0.44
C 6.9998 16.6648 23.4943 0.64
C -0.2332 18.5943 28.5455 -0.08
C -0.2926 21.8833 23.8888 0.22
C 3.3679 16.5100 22.3207 1.17
C 2.7395 15.1347 22.3883 -1.63
C 4.7481 19.1987 29.4069 2.71
C 9.3547 22.1419 28.4835 0.46
C 7.0252 20.2424 20.8150 -0.96
C 11.7766 17.9820 27.4053 -1.35
C 4.3043 19.4110 30.8567 -0.54
C 7.9816 22.7409 28.2250 0.25
C 1.1972 18.2765 28.3722 0.52
C 4.1496 20.8127 31.1742 0.20
C 1.5230 17.8622 26.9385 -0.51
C 6.0407 17.4965 19.9228 0.04
C 8.0559 17.6663 23.9991 0.53
C 4.0545 27.1713 19.4192 -1.34
C 8.6482 25.0228 21.2536 -0.42
C 7.6170 24.4175 22.2571 -0.13
C 6.8358 16.8594 25.7399 0.41
C 5.2799 18.7002 19.6290 0.89
C -1.3031 21.2287 24.7406 0.05
C 5.3613 20.3236 25.3006 2.84
C 10.4171 20.2372 24.9031 0.74
C 5.7429 18.0301 29.2628 -1.47
C -1.1670 22.4399 21.6155 -1.48
C 7.0069 23.9355 20.1288 0.61
C 2.3864 17.6222 21.8977 0.70
C 6.0642 20.0329 19.6465 -0.42
C 3.0401 17.7510 26.7180 0.55
C 3.3411 26.0381 20.1291 0.30
C 3.4468 22.6030 27.7308 1.93
C 1.2559 17.6327 22.8117 -0.03
C 4.0085 21.4919 22.1087 -0.21
C 6.5811 20.8429 25.9929 -1.33
C 4.0529 20.6861 23.3776 0.48
C 1.5396 23.4779 18.1913 -1.15
C 2.3862 24.0172 19.2965 0.78
H 10.1185 22.9081 28.5861 0.33
H 4.5597 27.7501 20.1918 0.39
H 4.1874 16.5289 21.5961 -0.15
H 3.8745 16.9000 23.2080 -0.47
H -0.4703 20.4555 22.1596 0.34
H 8.0107 23.8152 28.4277 0.36
H 1.0883 24.3059 17.6546 0.33
H 4.5226 18.8046 20.4153 -0.87
H 3.4622 22.0429 26.7888 -0.55
H 9.2107 20.6733 23.2181 -0.10
H 6.6473 21.9340 26.0036 0.29
H 6.7475 20.5023 27.0166 0.01
H 3.5383 14.4165 22.1909 0.50
H 9.6024 18.8667 23.4089 0.01
H 9.0989 17.4891 23.7402 0.84
H 3.3889 21.0317 21.3415 0.21
H 9.5393 21.4595 27.6541 -0.51
H 3.9865 19.1977 28.6339 -0.84
H 5.5985 19.2971 25.0080 -0.24
H 1.3209 23.0118 27.6978 0.41
H 9.7070 24.8027 21.3911 0.30
H 11.1181 17.2076 27.0219 0.27
H 6.4154 17.1741 22.7336 -0.61
H 3.3232 27.7703 18.8732 0.36
H 6.4606 17.8353 30.0522 0.51
H 1.4438 17.4439 29.0396 0.42
H 3.2667 24.6227 26.9049 0.52
H 7.6503 22.5596 27.2053 -0.29
H 2.2512 14.9008 23.3297 0.33
H 6.2776 18.2062 28.3235 0.10
H 3.5346 18.7160 26.6404 -0.97
H 5.1805 17.1226 29.0254 0.39
H 1.1820 18.6907 26.3093 0.14
H 4.1090 25.3998 20.5776 -0.13
H 7.2424 25.2431 22.8617 0.33
H 2.3377 23.0284 17.5818 0.30
H 4.7622 26.8251 18.6663 0.32
H 5.0072 18.9593 31.5543 0.46
H 10.7236 20.0477 22.7928 0.62
H 3.1616 17.3330 25.7159 0.08
H 4.9359 24.0443 27.0180 0.07
H 8.6369 26.1051 21.4200 0.26
H 4.6735 18.6169 18.7273 0.57
H 5.0252 21.5208 21.7232 -0.57
H 7.4003 21.2658 20.8550 0.06
H 2.7001 18.6365 21.6817 -0.77
H 8.1124 23.7364 22.9511 0.11
H 3.5118 17.1308 27.4785 0.33
H 4.5240 20.3285 25.9998 -1.39
H 1.8333 21.4947 28.4363 0.09
H 0.6541 21.5535 24.3284 -0.26
H 12.8013 17.9107 27.0445 0.36
H -0.7604 23.4509 21.6923 0.37
H 2.7737 26.4365 20.9730 0.28
H 11.7685 17.9810 28.4936 0.40
H -0.3658 22.9655 23.9800 0.41
H 5.3397 20.8409 19.6395 0.01
H -1.1413 22.1716 20.5543 0.35
H 7.5039 20.4967 25.5092 -0.12
H 7.8419 18.7204 23.8048 -0.85
H 0.9087 22.6323 18.4373 0.29
H 11.9179 20.1706 26.9312 0.46
H 7.9190 19.6080 20.7748 0.66
H 1.8060 17.2784 21.0230 0.65
H 0.7502 21.7069 22.0353 -0.43
H 5.3171 20.0857 29.0987 -1.33
H 4.2306 22.0424 28.2514 -0.63
H 1.8133 19.0986 28.7349 -0.46
H 6.7561 20.0245 21.8569 0.10
H 2.0552 14.9958 21.5491 0.34
H 7.4795 15.7900 23.0628 0.38
H 3.6346 22.5023 22.2529 0.52
H 1.0001 16.9831 26.5706 0.41
H 10.3422 19.5419 27.5315 -0.03
H 2.0056 22.9956 29.3636 0.38
H -2.2320 22.4690 21.8477 0.34
H 3.3144 18.9706 31.0212 0.38
H 6.6855 19.9280 18.7575 0.51
```

Calculated values
multiplicity = 1
SMILES string = CCOC(C)=O.CCOC(C)=O.CCOC(C)=O.O=C1OCCO1.O=C1OCCO1.O=C1OCCO1.CCCC#N.CCCC#N.CCCC#N.CCCC#N.CCCC#N.CCCC#N
LUMO = -0.271 eV
frontier orbital gap = 10.5 eV


Entry 3:
C6H7N as an isolated structure at a distorted geometry. Source: the OMol25 dataset; level of theory: ωB97M-V with the def2-TZVPD basis set.

XYZ file:
```
14
Properties=species:S:1:pos:R:3:nbo_charge:R:1
N 0.7753 1.5148 0.7884 -0.38
C 1.1501 -1.2717 -0.0095 -0.17
C -1.5220 0.4438 0.0172 -0.61
C 0.9378 0.0453 -0.6771 -0.34
C 0.3974 -1.0437 1.0441 -0.17
C -0.0668 0.3788 0.4646 0.11
C 1.6320 1.1626 -0.0309 0.11
H -1.6856 -0.3868 -0.6853 0.22
H 0.1965 -1.4323 1.9824 0.21
H -1.7416 1.3441 -0.5821 0.22
H -2.0475 0.3518 0.8879 0.21
H 0.6383 0.0936 -1.7799 0.23
H 1.7711 -2.0728 -0.2117 0.20
H 2.6021 1.6406 -0.0432 0.19
```

Calculated values
multiplicity = 1
LUMO = 1.020 eV
frontier orbital gap = 10.4 eV
ΔE to the lowest compared entry with this formula, charge and spin = 4.064 eV


Entry 4:
An isolated ion of composition C26H33N2O5 and charge +1. Source: the OMol25 dataset; level of theory: ωB97M-V with the def2-TZVPD basis set.

XYZ file:
```
66
Properties=species:S:1:pos:R:3:nbo_charge:R:1
O -2.0269 4.2622 -2.4309 -0.48
O 0.9704 -1.3889 -1.8136 -0.63
O 3.0478 -2.2074 -1.7616 -0.65
O -0.5596 0.1134 1.6774 -0.63
O -1.8400 3.9699 -0.2008 -0.61
N -1.2511 1.4412 -0.3745 -0.60
N 1.4546 -0.6012 0.9383 -0.42
C 0.9782 2.4325 -0.0541 -0.62
C 5.8679 -3.5005 2.0078 -0.20
C 2.0616 -1.4615 -1.3064 0.80
C -3.0599 -0.7472 -0.7845 0.00
C -3.1915 -0.0033 -2.0940 -0.45
C 3.8341 -4.3728 1.0550 -0.19
C -3.1617 1.5227 -1.9483 -0.40
C -2.8918 -2.2035 1.5873 -0.19
C -3.7197 5.9864 -2.0852 -0.64
C -3.9805 -0.5418 0.2437 -0.25
C -3.8887 -1.2560 1.4235 -0.17
C 3.8146 -2.3479 2.3620 0.04
C 2.4857 -0.6640 -0.0741 -0.35
C 3.1473 -3.3127 1.6106 -0.06
C 0.2042 1.1452 -0.3111 -0.15
C 5.1769 -2.4350 2.5681 -0.23
C 2.8534 -1.3062 2.8606 -0.45
C -1.7623 2.0546 -1.6134 -0.15
C -2.2483 5.6841 -2.3091 -0.08
C -1.8760 3.5670 -1.3375 0.81
C 1.6797 -3.0033 1.5368 -0.44
C 1.5679 -1.5537 2.0473 -0.05
C -2.0639 -1.7076 -0.6105 -0.26
C 0.3493 0.1507 0.8657 0.70
C -1.9871 -2.4324 0.5665 -0.18
C 5.2042 -4.4584 1.2595 -0.20
H -1.2232 -3.1852 0.6811 0.22
H -1.0800 1.8628 -2.4444 0.24
H 6.9330 -3.5831 2.1589 0.22
H 2.8061 -2.7038 -2.5620 0.51
H 2.7735 0.3337 -0.4167 0.24
H -1.4729 2.1152 0.3897 0.48
H 2.6552 -1.4610 3.9228 0.24
H 3.3695 -1.1445 0.3489 0.27
H 0.5956 2.9274 0.8366 0.24
H 5.6947 -1.6906 3.1539 0.22
H -3.4756 1.9851 -2.8847 0.25
H -3.8630 7.0622 -2.0655 0.24
H 2.0340 2.2371 0.1063 0.23
H -1.6440 6.0631 -1.4804 0.21
H -2.4041 -0.3234 -2.7788 0.22
H -2.8296 -2.7684 2.5036 0.22
H 1.1248 -3.6735 2.1967 0.24
H 3.2242 -0.2875 2.7410 0.22
H -4.1476 -0.2753 -2.5466 0.24
H -4.6057 -1.0838 2.2107 0.23
H 0.4896 0.6676 -1.2507 0.26
H -4.3207 5.5672 -2.8881 0.22
H -4.0532 5.5746 -1.1356 0.22
H 1.2710 -3.1158 0.5315 0.21
H 0.8885 3.1151 -0.8963 0.22
H -4.7842 0.1681 0.1119 0.22
H -1.8961 6.0985 -3.2543 0.21
H 0.6701 -1.4021 2.6476 0.26
H -1.3521 -1.8895 -1.4023 0.24
H 3.3171 -5.1229 0.4757 0.21
H 5.7567 -5.2808 0.8324 0.22
H -3.8616 1.8353 -1.1708 0.22
H -1.7786 0.5537 -0.1724 0.53
```

Calculated values
net charge = +1
multiplicity = 1
SMILES string = CCOC(=O)[C@H](CCc1ccccc1)[NH2+][C@@H](C)C(=O)N(CC(=O)O)C1Cc2ccccc2C1
LUMO = -2.024 eV
frontier orbital gap = 9.2 eV
ΔE to the lowest compared entry with this formula, charge and spin = 0.121 eV